C50H39F15GeN2O7SY as an isolated structure in a non-equilibrium geometry. Source: the Open Molecules 2025 dataset; level of theory: ωB97M-V/def2-TZVPD.

Its gap between HOMO and LUMO is 7.305 eV. The charge is -1. The total energy comes out at -178958.397 eV. Its LUMO energy is 0.0779 Ha.

Structure (XYZ):
```
116
Properties=species:S:1:pos:R:3:mulliken_charge:R:1
Y 0.77 -0.27 -1.34 -0.6298
O -0.61 1.26 -1.43 1.9788
C -1.15 2.04 -2.31 0.3457
C -2.23 2.87 -1.93 -1.4653
C -2.83 3.73 -2.82 -0.4577
C -2.39 3.81 -4.15 -0.9677
C -1.36 2.99 -4.54 -0.8037
C -0.73 2.10 -3.66 0.7587
C 0.29 1.23 -4.23 -0.7443
N 0.96 0.32 -3.64 0.9892
C 1.89 -0.48 -4.46 -1.1965
C 2.61 -1.51 -3.58 -1.0852
N 1.57 -2.10 -2.75 0.8558
C 1.08 -3.23 -3.09 -1.1649
C -0.20 -3.74 -2.68 1.0236
C -0.52 -5.09 -2.93 -0.5066
C -1.78 -5.59 -2.69 -0.9766
C -2.78 -4.69 -2.23 -0.4945
C -2.51 -3.37 -2.02 -0.6786
C -1.20 -2.84 -2.20 -0.2229
O -0.96 -1.61 -1.94 0.3056
H -2.57 2.79 -0.90 0.4846
H -3.65 4.35 -2.49 0.4535
H -2.85 4.50 -4.85 0.3692
H -1.01 3.02 -5.57 0.3535
H 0.44 1.37 -5.31 0.1275
H 2.62 0.15 -4.96 0.6230
H 1.32 -1.02 -5.23 0.5569
H 3.34 -1.01 -2.95 0.1422
H 3.10 -2.25 -4.22 0.5153
H 1.63 -3.84 -3.82 0.2245
H 0.25 -5.74 -3.32 0.3650
H -2.01 -6.63 -2.87 0.3934
H -3.78 -5.07 -2.05 0.4270
H -3.27 -2.68 -1.66 0.5706
C -0.58 -3.45 0.76 -0.9682
O 0.60 -2.74 0.37 1.0109
C 1.73 -3.27 1.01 -0.6270
C 2.95 -2.85 0.24 -1.0669
O 2.95 -1.46 -0.07 0.0895
C 3.46 -0.59 0.93 -0.9987
C 2.38 -0.02 1.81 0.1514
O 1.40 0.59 1.00 1.1937
C 0.64 1.60 1.67 -0.9435
H -0.56 -4.46 0.33 0.4338
H -0.63 -3.52 1.85 0.2124
H -1.43 -2.90 0.40 -0.2413
H 1.76 -2.94 2.06 0.1236
H 1.70 -4.37 1.01 0.5955
H 3.85 -3.11 0.80 0.5175
H 2.97 -3.36 -0.71 0.2503
H 4.20 -1.11 1.55 0.6371
H 3.95 0.22 0.40 -0.0145
H 1.91 -0.77 2.45 -0.5523
H 2.84 0.73 2.46 0.6570
H 1.33 2.36 2.04 0.4225
H -0.05 2.02 0.95 0.0762
H 0.08 1.15 2.50 -0.0117
F -4.47 -1.33 5.24 -0.3801
C -3.19 -1.76 5.22 0.9826
C -2.36 -1.44 4.16 -0.1429
C -1.06 -1.88 4.26 -1.0045
F -0.14 -1.59 3.33 0.0570
C -0.60 -2.62 5.34 -0.2794
F 0.67 -3.03 5.40 -0.3213
C -1.47 -2.93 6.36 0.7691
F -1.04 -3.65 7.41 -0.3296
C -2.78 -2.50 6.31 0.2662
F -3.61 -2.78 7.31 -0.3226
Ge -3.08 -0.47 2.57 1.6323
S -1.96 -0.30 0.81 -0.9956
C -4.78 -1.49 2.30 -0.8691
C -6.06 -0.98 2.30 0.4505
F -6.32 0.26 2.75 -0.3201
C -7.16 -1.71 1.87 0.0666
F -8.39 -1.18 1.89 -0.3183
C -6.99 -3.00 1.43 0.8833
F -8.04 -3.72 1.03 -0.3257
C -5.72 -3.56 1.44 0.0070
F -5.56 -4.83 1.03 -0.3475
C -4.66 -2.80 1.87 0.2637
F -3.46 -3.41 1.86 -0.2854
C -3.57 1.34 3.27 -0.6043
C -4.20 2.22 2.41 -0.0725
F -4.65 1.83 1.21 -0.4672
C -4.41 3.55 2.72 0.1954
F -5.03 4.37 1.86 -0.3273
C -3.97 4.04 3.93 0.7351
F -4.17 5.33 4.25 -0.3271
C -3.33 3.20 4.81 0.0362
F -2.91 3.68 5.99 -0.3177
C -3.14 1.88 4.47 0.7020
F -2.51 1.13 5.40 -0.3014
C 7.81 5.04 -1.83 -1.5176
C 6.50 4.29 -1.76 0.7401
C 5.74 4.26 -0.59 -1.1093
C 4.54 3.57 -0.52 0.8856
C 3.71 3.58 0.74 -0.9118
C 4.09 2.87 -1.64 0.4281
C 4.83 2.88 -2.82 0.9743
C 4.34 2.13 -4.03 -1.1284
C 6.02 3.60 -2.87 -1.1052
C 2.78 2.13 -1.57 0.2399
O 1.73 2.77 -1.56 -0.6815
O 2.87 0.84 -1.51 -0.4619
H 7.94 5.67 -0.95 0.3523
H 7.85 5.67 -2.71 0.3613
H 8.65 4.35 -1.87 0.2832
H 6.09 4.80 0.28 0.3025
H 4.27 4.01 1.58 0.3045
H 3.40 2.57 1.02 -0.2500
H 2.80 4.16 0.60 0.3832
H 3.27 2.26 -4.17 0.1305
H 4.52 1.06 -3.91 0.1859
H 4.85 2.47 -4.94 0.4055
H 6.59 3.62 -3.79 0.3844
```


C18H48BCl4F4MnO13 as an isolated structure in a non-equilibrium geometry. Source: the Open Molecules 2025 dataset; level of theory: ωB97M-V/def2-TZVPD.

Its gap between HOMO and LUMO (alpha / beta) is 7.047 / 6.618 eV. The charge is +1. The total energy comes out at -139016.037 eV. Its LUMO energy (alpha / beta) is -0.1726 / -0.1884 Ha. The spin multiplicity is 6.

Structure (XYZ):
```
89
Properties=species:S:1:pos:R:3:lowdin_spin:R:1
Mn 0.32 1.87 -2.15 4.7778
B -0.17 -0.44 0.22 0.0042
F 0.17 -0.39 1.58 0.0012
F 0.33 -1.64 -0.27 0.0009
F -1.58 -0.46 0.16 0.0004
F 0.33 0.66 -0.52 0.0500
C -5.83 -0.14 -1.30 0.0000
C -4.97 0.33 -0.14 0.0000
C -4.37 1.67 -0.63 0.0001
O -4.21 1.42 -2.03 0.0009
C -5.23 0.60 -2.54 0.0000
H -6.87 0.16 -1.24 0.0000
H -5.72 -1.22 -1.41 0.0000
H -4.09 -0.28 0.06 0.0000
H -5.48 0.48 0.81 0.0000
H -3.44 1.93 -0.12 0.0000
H -5.02 2.54 -0.48 0.0000
H -4.83 -0.08 -3.30 0.0000
H -6.02 1.23 -2.95 0.0000
C -2.35 -3.36 2.07 0.0000
C -3.42 -2.52 2.76 0.0000
O -3.04 -1.15 2.86 0.0000
O -2.29 -3.04 0.67 0.0000
H -2.57 -4.42 2.10 0.0000
H -1.37 -3.14 2.52 0.0000
H -3.56 -2.83 3.79 0.0000
H -4.38 -2.61 2.24 0.0000
H -2.85 -0.80 1.99 0.0000
H -1.75 -2.24 0.54 0.0000
C -1.51 0.25 -3.69 0.0052
C -0.36 -0.71 -3.50 0.0037
O 0.83 0.00 -3.06 0.0560
O -1.66 1.10 -2.53 0.0367
H -2.47 -0.19 -3.95 0.0007
H -1.30 0.94 -4.52 0.0010
H -0.15 -1.19 -4.46 0.0008
H -0.47 -1.50 -2.75 0.0004
H 1.48 -0.73 -2.95 0.0022
H -2.65 1.19 -2.38 0.0023
C 3.27 2.91 -2.52 0.0075
C 3.47 2.30 -3.93 0.0020
O 4.01 1.01 -3.96 0.0003
O 2.41 2.06 -1.75 0.0393
H 2.93 3.94 -2.57 0.0006
H 4.27 2.97 -2.07 0.0009
H 4.13 2.98 -4.48 0.0001
H 2.49 2.31 -4.42 0.0015
H 4.87 0.98 -3.51 0.0000
H 2.90 1.31 -1.33 0.0010
C 2.74 1.80 2.37 0.0000
C 4.26 1.75 2.59 0.0000
O 4.58 1.71 3.96 0.0000
O 2.07 0.71 2.94 0.0000
H 2.46 1.85 1.31 0.0000
H 2.40 2.76 2.76 0.0000
H 4.70 2.65 2.15 0.0000
H 4.68 0.91 2.03 0.0000
H 4.46 0.78 4.21 0.0000
H 1.39 0.38 2.31 0.0000
C -1.64 2.67 3.12 0.0000
C -0.28 3.12 3.65 0.0000
O -0.42 4.11 4.68 0.0000
O -2.27 3.77 2.46 0.0000
H -2.36 2.31 3.85 0.0000
H -1.49 1.90 2.35 0.0000
H 0.24 3.55 2.78 0.0000
H 0.31 2.30 4.08 0.0000
H 0.46 4.49 4.69 0.0000
H -1.97 3.88 1.56 0.0000
C 3.33 -2.15 -1.68 0.0002
C 3.28 -1.18 -0.52 0.0000
O 3.91 0.08 -0.85 0.0003
O 2.58 -1.69 -2.81 0.0015
H 2.86 -3.10 -1.41 0.0000
H 4.36 -2.34 -2.01 0.0001
H 3.78 -1.59 0.36 0.0000
H 2.23 -0.98 -0.35 0.0000
H 4.87 0.02 -0.84 0.0000
H 3.05 -0.90 -3.14 0.0000
C 1.47 -2.36 2.95 0.0000
Cl 1.15 -3.28 4.42 0.0000
Cl 2.65 -3.30 1.94 0.0000
H 0.59 -2.14 2.35 0.0000
H 1.89 -1.39 3.21 0.0000
C 0.30 -4.98 -0.40 0.0000
Cl 1.48 -4.73 -1.69 0.0000
Cl -0.93 -6.23 -0.63 0.0000
H 0.80 -5.19 0.54 0.0000
H -0.20 -4.03 -0.27 0.0000
```


A 5-piece molecular cluster, C24H59N5O2 overall in a non-equilibrium geometry. Source: the Open Molecules 2025 dataset; level of theory: ωB97M-V/def2-TZVPD.

Its gap between HOMO and LUMO is 8.845 eV. The total energy comes out at -37389.433 eV. The SMILES is CCN(CC)CC.CCN(CC)CC.CCN(CC)CC.CN(C)C=O.CN(C)C=O. Its LUMO energy is 0.0228 Ha.

Structure (XYZ):
```
90
Properties=species:S:1:pos:R:3:mulliken_charge:R:1
C -0.03 4.48 0.40 -0.7266
C 0.46 4.75 1.81 -1.1819
N 1.30 3.67 2.32 0.7866
C 0.80 2.95 3.46 -0.7595
C -0.48 2.19 3.12 -1.0763
C 2.73 4.05 2.35 -0.6422
C 3.63 2.85 2.57 -1.2381
H -0.54 5.36 -0.01 0.5164
H -0.71 3.63 0.37 0.1957
H 0.82 4.33 -0.27 0.0265
H 0.99 5.70 1.83 0.4495
H -0.37 4.89 2.52 0.3763
H 1.53 2.21 3.77 0.3850
H 0.58 3.58 4.34 0.3238
H -1.35 2.85 3.01 0.3948
H -0.38 1.53 2.26 0.0753
H -0.75 1.52 3.94 0.4449
H 2.88 4.82 3.12 0.3544
H 2.92 4.50 1.37 0.4670
H 4.62 2.96 2.12 0.3609
H 3.21 1.90 2.26 0.2078
H 3.78 2.68 3.64 0.3843
C 3.82 2.75 -2.13 -1.6172
C 2.49 2.07 -2.51 0.6793
N 2.04 2.37 -3.87 0.0864
C 2.91 1.70 -4.86 -0.1475
C 2.66 2.27 -6.25 -1.3737
C 0.65 1.95 -4.01 -0.2386
C -0.32 2.77 -3.15 -1.1479
H 3.76 3.83 -2.22 0.3249
H 4.63 2.42 -2.78 0.4269
H 4.11 2.35 -1.16 0.3327
H 2.52 1.00 -2.27 -0.0271
H 1.78 2.54 -1.83 -0.4457
H 3.94 1.82 -4.57 0.3509
H 2.62 0.64 -4.88 0.2221
H 3.43 1.95 -6.97 0.4302
H 1.72 1.93 -6.69 0.3432
H 2.73 3.35 -6.26 0.3196
H 0.43 0.89 -3.83 0.2358
H 0.35 2.15 -5.04 0.3535
H -0.24 3.84 -3.30 0.3315
H -0.24 2.52 -2.09 0.0222
H -1.33 2.51 -3.47 0.4779
C -2.39 -3.70 0.67 -0.9848
C -3.76 -3.31 0.13 -0.5883
N -4.73 -3.08 1.19 -0.0236
C -6.04 -2.78 0.56 -0.4327
C -7.19 -2.85 1.54 -1.3476
C -4.34 -2.09 2.18 -0.8435
C -4.05 -0.68 1.65 -0.8472
H -2.46 -4.63 1.23 0.3896
H -1.90 -2.93 1.27 0.1279
H -1.68 -3.84 -0.15 0.3728
H -3.65 -2.47 -0.57 0.3013
H -4.12 -4.14 -0.48 0.4202
H -5.97 -1.82 0.04 0.3361
H -6.21 -3.51 -0.23 0.4421
H -7.20 -3.77 2.11 0.3204
H -7.17 -2.03 2.26 0.2983
H -8.14 -2.74 1.03 0.4181
H -3.52 -2.54 2.75 0.3750
H -5.13 -2.10 2.93 0.4496
H -3.46 -0.71 0.73 0.1579
H -3.59 -0.06 2.42 0.3146
H -5.00 -0.22 1.37 0.3393
C 1.70 -6.71 1.55 -0.8930
N 1.58 -5.49 0.77 0.1736
C 1.72 -4.27 1.53 -0.8700
C 1.30 -5.48 -0.55 0.0773
O 1.18 -4.46 -1.20 -0.5126
H 2.64 -6.69 2.10 0.3118
H 1.69 -7.61 0.93 0.2992
H 0.86 -6.82 2.23 0.3196
H 2.41 -4.36 2.36 0.3680
H 2.08 -3.45 0.91 0.1991
H 0.75 -3.94 1.93 0.2453
H 1.20 -6.51 -0.94 0.2855
C -0.25 -0.79 -0.29 -1.0093
N 1.16 -0.52 -0.31 0.6546
C 1.62 0.67 0.39 -1.3175
C 2.04 -1.36 -0.89 -0.2642
O 3.25 -1.24 -0.82 -0.6542
H -0.65 -0.67 0.72 0.3363
H -0.40 -1.83 -0.61 0.2264
H -0.87 -0.19 -0.96 0.1895
H 1.39 0.60 1.46 0.8519
H 2.69 0.80 0.31 0.1442
H 0.97 1.47 0.04 0.1851
H 1.55 -2.18 -1.42 0.5946
```